Entry from the Open Molecules 2025 dataset: a 6-piece molecular cluster, C44H88N4O10 overall (ωB97M-V/def2-TZVPD).

Geometry as ORCA input:
```
! RIJCOSX wB97M-V def2-TZVPD def2/J DEFGRID3
* xyz 0 1
O 27.55 19.79 -10.72
O 12.80 17.59 -13.23
O 24.19 8.04 -24.31
O 22.22 9.05 -25.06
O 13.37 9.60 -23.81
O 17.38 11.01 -16.60
O 19.45 11.38 -15.84
O 22.14 6.98 -24.65
O 8.10 5.71 -8.80
O 19.23 10.35 -17.80
N 7.81 5.24 -10.04
N 11.72 18.33 -13.74
N 28.01 19.30 -11.97
N 12.81 9.40 -22.54
C 10.39 17.66 -13.75
C 27.66 18.30 -14.21
C 9.04 4.63 -10.67
C 13.26 11.75 -21.98
C 7.73 4.84 -12.90
C 20.89 8.67 -25.36
C 12.14 19.46 -14.60
C 11.75 10.41 -20.47
C 7.33 7.46 -11.27
C 13.12 20.42 -13.88
C 8.71 4.01 -12.09
C 20.90 7.24 -25.27
C 10.97 20.38 -15.01
C 10.20 5.59 -10.73
C 12.18 10.57 -21.95
C 18.70 10.89 -16.86
C 5.58 6.21 -10.10
C 22.95 8.11 -24.61
C 9.30 18.78 -14.10
C 12.80 18.91 -15.92
C 16.23 10.82 -14.53
C 11.93 7.89 -20.56
C 6.88 6.00 -10.80
C 20.42 9.52 -26.64
C 29.72 19.60 -13.78
C 11.12 9.04 -20.06
C 30.34 20.33 -11.47
C 11.27 7.41 -23.04
C 10.05 17.06 -12.39
C 17.25 11.66 -15.31
C 26.30 17.60 -12.24
C 13.62 7.10 -22.21
C 26.94 18.75 -12.91
C 28.89 21.80 -12.79
C 10.28 16.55 -14.79
C 29.12 20.25 -12.48
C 9.63 3.39 -9.81
C 28.71 19.20 -14.86
C 12.40 8.02 -22.08
C 10.99 11.05 -22.84
C 9.60 19.58 -15.24
C 6.49 5.18 -12.11
C 18.66 11.77 -14.74
C 26.09 19.92 -13.22
H 10.40 8.06 -22.92
H 8.28 18.40 -14.05
H 15.25 11.15 -14.87
H 28.01 17.27 -14.14
H 5.93 4.27 -11.86
H 9.57 3.74 -12.70
H 9.31 16.06 -14.67
H 10.98 5.14 -11.35
H 9.24 19.37 -13.19
H 12.90 18.04 -12.39
H 20.44 10.58 -26.37
H 11.15 15.89 -14.81
H 11.24 10.89 -23.89
H 14.56 7.60 -21.97
H 30.34 20.37 -14.24
H 8.11 3.14 -11.82
H 30.08 20.88 -10.57
H 13.37 21.14 -14.65
H 25.24 19.57 -13.79
H 20.96 9.34 -27.57
H 5.42 6.89 -9.27
H 28.52 21.94 -13.81
H 18.89 10.89 -14.15
H 25.70 20.35 -12.30
H 7.47 4.25 -13.77
H 18.81 12.80 -14.42
H 12.72 20.97 -13.02
H 10.27 16.97 -15.80
H 6.55 7.88 -11.90
H 7.33 8.17 -10.44
H 10.06 10.49 -22.69
H 20.23 9.05 -24.58
H 11.20 7.08 -20.61
H 12.74 17.82 -15.97
H 25.42 17.30 -12.82
H 31.16 20.89 -11.93
H 10.06 6.55 -11.22
H 20.81 6.92 -26.31
H 11.03 9.11 -18.98
H 10.80 21.18 -14.28
H 16.22 9.75 -14.74
H 10.17 2.71 -10.47
H 20.05 6.79 -24.76
H 13.70 12.01 -22.95
H 30.35 18.77 -13.46
H 12.60 9.94 -24.28
H 9.93 19.00 -16.11
H 19.37 9.31 -26.86
H 12.96 12.64 -21.43
H 28.29 22.39 -12.10
H 16.87 12.67 -15.41
H 10.74 6.53 -22.68
H 28.15 20.11 -15.11
H 25.81 17.80 -11.29
H 10.13 9.02 -20.52
H 14.01 19.93 -13.49
H 27.51 18.98 -10.21
H 8.75 20.20 -15.53
H 8.26 7.38 -11.84
H 5.00 5.33 -9.83
H 16.17 11.15 -13.49
H 10.89 16.42 -12.13
H 26.58 20.70 -13.80
H 8.70 2.91 -9.50
H 29.23 19.00 -15.79
H 11.06 20.96 -15.92
H 9.80 17.82 -11.66
H 8.09 5.78 -13.31
H 10.52 5.83 -9.72
H 12.49 10.80 -19.77
H 26.86 18.03 -14.90
H 9.18 16.40 -12.44
H 4.76 6.59 -10.72
H 12.78 7.59 -19.95
H 10.30 3.55 -8.97
H 13.80 19.34 -15.95
H 30.62 19.31 -11.20
H 7.80 4.95 -8.30
H 5.91 5.76 -12.83
H 27.06 16.90 -11.92
H 13.64 6.72 -23.23
H 13.48 6.21 -21.60
H 11.38 7.54 -24.12
H 29.91 22.17 -12.78
H 10.70 12.10 -22.80
H 12.21 19.19 -16.79
H 11.08 11.24 -20.25
H 14.11 11.48 -21.35
*
```

- Structure (SMILES): CC1(C)CCCC(C)(C)N1O.CC1(C)CCCC(C)(C)N1O.CC1(C)CCCC(C)(C)N1O.CC1(C)CCCC(C)(C)N1O.C[C@H]1COC(=O)O1.C[C@H]1COC(=O)O1
- F_max: 6.19 eV/A
- LUMO energy: 0.330 eV
- Kohn-Sham gap: 8.325 eV
- E_tot: -2700.3134 Ha
- Energy relative to the best compared isomer or geometry (same formula, charge and spin): 199.82 kJ/mol
- HOMO level: -7.995 eV


Entry from the Open Molecules 2025 dataset: a 11-piece molecular cluster, C44H88O22 overall (ωB97M-V/def2-TZVPD).

Geometry as ORCA input:
```
! RIJCOSX wB97M-V def2-TZVPD def2/J DEFGRID3
* xyz 0 1
O 3.61 -2.99 -5.44
O -0.06 2.75 6.60
O 5.92 3.65 -1.18
O 2.62 -0.89 -5.46
O -5.84 0.37 -1.60
O 4.62 1.84 -1.62
O -6.40 0.81 2.73
O -5.83 -0.37 4.65
O -1.18 -2.08 -4.03
O 3.09 -3.73 1.60
O 0.38 0.01 0.11
O 6.13 -0.71 2.12
O 7.50 -2.35 1.18
O 1.88 -5.41 0.58
O 1.98 1.47 0.89
O -3.78 0.88 -2.51
O -8.61 -2.20 -0.24
O 0.47 3.74 -1.65
O -0.73 3.96 4.74
O -6.46 -2.98 -0.21
O 0.33 -1.80 -2.35
O 1.28 5.78 -1.28
C -0.57 -1.38 -3.21
C -5.92 1.51 -0.85
C 1.61 0.42 0.36
C 0.47 3.73 3.98
C 6.83 -3.90 2.84
C -0.73 0.95 0.31
C -1.02 5.34 -0.86
C 6.59 -1.33 1.14
C 1.63 3.01 -2.12
C 2.24 -3.63 2.74
C 2.95 -2.69 3.77
C 2.65 -0.56 -0.24
C 4.06 -4.84 -0.31
C 5.10 5.32 -2.49
C 3.80 -1.57 -3.51
C -6.23 2.79 -1.59
C -4.19 0.96 3.65
C 7.86 -2.84 2.53
C 6.00 4.10 -2.46
C 5.95 -1.10 -0.20
C -7.31 -1.12 6.28
C 2.89 -4.71 0.66
C 0.52 4.51 2.65
C 3.38 -1.90 -4.95
C 0.49 -3.20 -2.09
C -7.69 -2.92 -0.72
C -4.67 0.06 -2.28
C -7.10 -1.01 4.77
C -0.67 0.13 -3.24
C -0.84 3.48 6.01
C -0.42 -3.53 -0.82
C -7.90 -3.75 -1.93
C 1.92 3.38 -3.58
C -6.14 -2.30 0.99
C -1.92 0.04 0.34
C -5.58 0.47 3.62
C 5.33 2.55 -0.89
C 0.74 -1.51 -6.86
C 2.18 -0.89 -6.74
C -4.64 -1.25 -3.06
C -1.98 4.01 6.85
C 5.47 2.30 0.60
C 0.40 4.97 -1.16
C -4.68 -2.29 1.41
H 0.63 -2.41 -6.26
H 2.91 -1.29 -7.45
H -0.82 1.72 -0.46
H 0.33 0.54 -3.22
H -1.26 0.62 -2.46
H -7.41 -0.15 6.77
H -7.16 2.73 -2.16
H -8.28 -1.59 6.45
H -4.78 -2.09 -2.39
H 6.72 -1.15 -0.97
H -2.86 0.54 0.57
H -5.40 3.08 -2.23
H -6.81 1.36 -0.24
H -1.40 5.64 -1.84
H 3.21 -0.31 -1.13
H 4.05 -5.78 -0.86
H 7.87 -2.00 3.22
H 4.15 5.07 -2.02
H -1.42 -3.11 -0.95
H -0.04 -0.86 -6.46
H -1.17 0.41 -4.17
H -0.53 1.51 1.22
H 1.99 0.12 -7.11
H 1.53 -3.39 -1.84
H 3.29 -0.80 0.61
H 5.88 -3.43 3.10
H 2.06 -1.44 -0.52
H -6.63 -1.76 6.85
H 6.61 -4.56 2.00
H 1.09 3.14 -4.25
H -3.52 0.10 3.63
H -1.81 -0.71 1.12
H 2.33 -2.66 4.67
H 0.05 -3.01 0.01
H 5.28 -1.92 -0.45
H -2.02 -0.50 -0.59
H -7.07 -1.93 4.18
H 4.94 -4.83 0.33
H -7.87 -0.37 4.36
H -5.40 -1.31 -3.84
H -0.34 4.23 2.04
H 3.93 -3.11 4.01
H -7.21 -3.60 -2.76
H -6.64 -1.33 0.99
H -6.43 3.58 -0.87
H 5.24 3.24 1.12
H -1.42 4.47 -0.33
H 5.49 -0.12 -0.16
H 7.20 -4.57 3.62
H 2.48 3.17 -1.46
H 1.45 1.93 -2.10
H -3.63 -1.35 -3.46
H -6.69 -2.77 1.80
H 4.84 5.62 -3.50
H 8.85 -3.29 2.47
H -1.18 6.18 -0.18
H -3.96 -1.90 0.68
H 6.44 1.93 0.92
H 1.34 3.95 4.60
H -0.58 -4.57 -0.52
H -4.51 -1.79 2.36
H -4.03 1.43 4.62
H 5.59 6.20 -2.08
H -1.73 4.97 7.31
H -2.88 4.16 6.25
H 0.41 5.57 2.88
H -4.36 -3.31 1.63
H -2.21 3.36 7.70
H 2.25 -4.58 3.27
H 1.21 -3.38 2.50
H 1.34 4.28 1.97
H 2.03 4.46 -3.64
H -7.96 -4.76 -1.52
H -8.91 -3.52 -2.28
H 2.82 2.86 -3.91
H 0.63 -1.70 -7.93
H 0.17 -3.84 -2.91
H 2.91 -1.46 -2.89
H 0.54 2.65 3.83
H 4.46 -0.72 -3.31
H 4.01 -3.99 -0.99
H 5.82 3.41 -3.29
H -5.01 1.69 -0.28
H -4.05 1.72 2.89
H 4.33 -2.47 -3.21
H 4.75 1.66 1.10
H 7.05 4.37 -2.54
H 3.10 -1.70 3.36
*
```

- Structure (SMILES): CCOC(C)=O.CCOC(C)=O.CCOC(C)=O.CCOC(C)=O.CCOC(C)=O.CCOC(C)=O.CCOC(C)=O.CCOC(C)=O.CCOC(C)=O.CCOC(C)=O.CCOC(C)=O
- F_max: 4.34 eV/A
- LUMO energy: 0.375 eV
- Kohn-Sham gap: 10.482 eV
- E_tot: -3384.6231 Ha
- Energy relative to the best compared isomer or geometry (same formula, charge and spin): 286.26 kJ/mol
- HOMO level: -10.106 eV